No. 1
{
  "formula": "C35H29N4O5PdSSb",
  "method": "ωB97M-V/def2-TZVPD",
  "homo_lumo_gap_ev": 5.33,
  "fmax_ev_per_a": 1.63,
  "total_charge": -2,
  "elements": ["C", "C", "C", "H", "C", "O", "H", "C", "N", "H", "S", "C", "H", "H", "H", "C", "H", "H", "C", "H", "C", "C", "N", "H", "C", "C", "H", "C", "C", "C", "C", "C", "H", "C", "H", "C", "C", "C", "H", "H", "C", "H", "H", "C", "O", "H", "H", "O", "C", "H", "N", "H", "Pd", "H", "C", "C", "H", "C", "H", "H", "C", "Sb", "N", "C", "H", "C", "C", "C", "O", "C", "H", "C", "H", "H", "C", "O"],
  "coordinates": [[-2.3614, -3.1097, 1.3262], [-3.4558, 4.1561, -3.7092], [1.1215, -4.4658, -3.8885], [0.3732, -0.3927, 8.1202], [-1.3049, -5.6237, -4.5229], [-1.5753, 1.5874, 4.0316], [-2.1702, -3.9228, -3.5567], [-0.3741, -0.1186, 6.1258], [1.3376, 0.2142, 1.1893], [-1.9147, 4.5892, -0.2542], [-1.5163, 0.2013, 3.6101], [1.7893, -2.0291, -1.6622], [-2.7376, -1.7107, -0.2731], [-4.0450, 4.9108, -4.2137], [3.0721, 0.6088, 0.2042], [2.8433, -1.7927, -2.5355], [2.6272, -1.5373, -3.5676], [-2.2593, -6.0736, -4.7712], [-2.4956, 1.9671, -3.6256], [0.3198, -4.6741, -0.9824], [1.0840, -5.6748, -4.5652], [-0.0455, -3.8192, -3.5037], [-0.6172, -0.0644, 2.3112], [-0.3590, -5.8365, 1.0802], [-1.9558, 2.2193, -2.3744], [0.6307, 0.3464, 2.3456], [-3.1024, 5.3892, -1.9894], [-1.3185, 1.0406, -1.6241], [3.3916, -2.3979, 0.1005], [-0.1275, -6.2609, -4.8831], [-0.6606, -2.1108, 4.8269], [2.3950, 1.2967, 3.4217], [2.7926, 1.6861, 4.3575], [4.4357, -2.2061, -0.7886], [1.0014, -2.5464, 8.9133], [-1.7444, -4.2953, 1.6759], [-0.2145, -2.8728, 5.8920], [-0.4487, -4.2411, -0.3452], [1.2679, -2.4509, 0.3986], [4.9729, -1.7090, -2.8040], [4.1592, -1.8863, -2.1071], [-1.9860, -4.7769, 2.6176], [2.0077, -6.1709, -4.8452], [0.1301, -2.2616, 7.0974], [-2.1730, 0.1829, -1.3253], [-2.3476, 0.9851, -4.0560], [2.0777, -4.0236, -3.6421], [-0.0880, 0.9808, -1.4974], [3.1555, 1.2904, 2.2625], [-0.9454, -2.5661, 3.8892], [0.4468, -3.0333, 8.2254], [-0.4412, 0.9562, 6.1689], [-0.4198, -1.0438, 0.1660], [3.6030, -2.6221, 1.1388], [-1.2500, -4.4202, -3.8466], [-0.7605, -0.7385, 4.9559], [4.1595, 1.6881, 2.2265], [-1.0748, -3.0552, -0.7344], [0.8030, -3.9539, 8.0119], [-0.1584, -7.2114, -5.4041], [-0.8170, -4.8869, 0.8209], [-0.2807, -1.8842, -2.3603], [1.1666, 0.8330, 3.4876], [2.5497, 0.7021, 1.1522], [-0.1494, -3.9516, 5.8050], [-2.0668, -2.4867, 0.1003], [-2.9204, 4.4277, -2.4609], [2.0763, -2.3053, -0.3300], [-1.6036, 3.7388, -0.5850], [-3.2343, 2.9255, -4.3002], [-3.6494, 2.7127, -5.2766], [-2.1572, 3.4756, -1.7965], [-3.0794, -2.6430, 1.9891], [5.4644, -2.3002, -0.4551], [0.0768, -0.8717, 7.1940], [-2.8041, -0.4345, 3.4419]],
  "forces_ev_per_a": [[0.0, -0.4, 0.4], [0.0, 0.1, 0.0], [0.0, 0.1, 0.1], [0.0, 0.0, 0.1], [-0.1, -0.1, -0.1], [0.2, -0.2, 0.0], [-0.2, -0.1, 0.0], [0.0, 0.1, -0.1], [-0.5, -0.1, 0.2], [0.0, -0.2, -0.1], [-0.3, 0.0, 0.5], [-0.4, 0.0, -0.4], [0.2, -0.2, 0.1], [0.0, 0.0, 0.0], [0.0, 0.0, 0.0], [0.0, 0.0, 0.0], [0.1, 0.0, -0.1], [-0.1, 0.0, 0.0], [0.0, 0.1, 0.0], [-0.1, 0.0, 0.1], [0.2, -0.2, -0.1], [0.1, 0.3, 0.1], [-1.5, -0.2, 0.4], [0.0, 0.0, 0.0], [0.1, 0.0, 0.4], [1.5, 0.6, 0.4], [0.0, 0.0, 0.0], [-0.5, 0.5, -0.7], [0.0, -0.1, 0.1], [-0.1, -0.2, -0.1], [0.0, 0.0, 0.0], [0.3, 0.0, -0.1], [0.1, 0.0, 0.0], [0.2, 0.0, 0.0], [0.1, -0.1, -0.1], [-0.4, 0.3, 0.2], [0.1, 0.0, 0.2], [0.1, -0.6, 0.3], [0.4, -0.1, -0.3], [0.0, 0.0, 0.0], [0.2, 0.1, -0.2], [-0.1, 0.0, 0.0], [0.0, 0.0, 0.0], [-0.1, 0.2, -0.2], [-0.2, 0.0, 0.2], [0.0, -0.1, 0.0], [0.1, 0.0, 0.0], [0.3, 0.4, 0.0], [0.0, 0.0, 0.0], [0.0, -0.1, -0.1], [0.0, -0.2, 0.2], [0.0, 0.2, 0.1], [-0.7, -0.3, 0.5], [0.0, 0.0, 0.1], [-0.2, 0.1, 0.0], [-0.2, 0.3, -0.4], [0.0, 0.0, 0.0], [-0.2, 0.6, -0.5], [0.1, 0.1, 0.1], [0.0, 0.0, 0.0], [0.5, -0.1, -0.4], [0.3, -0.5, -0.2], [0.1, 0.1, 0.0], [0.3, 0.1, 0.1], [0.0, 0.0, 0.0], [-0.3, 0.3, -0.4], [0.0, 0.1, 0.1], [0.2, -0.4, 0.3], [0.1, -0.1, 0.4], [0.0, 0.0, -0.2], [0.0, 0.0, -0.1], [-0.1, -0.1, -0.4], [0.0, 0.0, 0.0], [0.0, 0.0, 0.0], [0.0, -0.2, 0.1], [0.2, -0.2, -0.4]],
  "mulliken_charge": [-0.371, -0.510, 0.209, 0.237, -0.653, -0.799, 0.264, -0.203, 0.215, 0.274, 1.320, 1.136, 0.551, 0.344, 0.476, -1.040, 0.410, 0.353, -0.318, 0.358, -0.639, -0.131, -0.336, 0.343, -0.007, 0.427, 0.234, 0.566, -0.736, -0.318, -0.269, -0.318, 0.362, -0.532, 0.216, -0.286, -0.766, -0.407, 0.251, 0.365, -0.481, 0.395, 0.350, 1.234, -0.611, 0.340, 0.322, -0.716, -1.007, 0.346, -0.610, 0.472, 0.548, 0.398, -0.478, -0.668, 0.375, 0.136, 0.223, 0.322, -0.858, 0.821, -0.494, -0.142, 0.275, -0.757, -0.764, -0.492, -0.460, -0.637, 0.356, 0.809, 0.335, 0.344, -0.724, -0.777]
}


No. 2
{
  "formula": "C5H7OP",
  "method": "ωB97M-V/def2-TZVPD",
  "homo_lumo_gap_ev": 9.96,
  "fmax_ev_per_a": 3.79,
  "smiles": "C[C@]12C=CCP1O2",
  "relative_energy_kj_mol": 102.7,
  "elements": ["H", "C", "C", "C", "C", "H", "H", "P", "H", "H", "H", "H", "O", "C"],
  "coordinates": [[-0.0494, -0.6126, 2.8068], [-0.9661, 1.1573, -1.2702], [-0.0833, -0.5241, 0.5219], [0.8783, -0.3409, -0.6978], [0.3515, 0.5644, -1.5768], [0.7173, -1.8801, 1.9175], [1.8516, -0.7639, -0.5995], [-1.6467, 0.3611, 0.3067], [0.8895, 0.8689, -2.4801], [1.3872, -0.2246, 2.1545], [-0.8379, 2.2053, -1.0142], [-1.7626, 1.2257, -1.9738], [-1.2083, -1.2069, -0.0247], [0.4789, -0.8298, 1.9296]],
  "forces_ev_per_a": [[-1.9, 0.2, 0.8], [-0.5, 0.4, 1.8], [1.1, 0.7, -0.3], [-2.5, 2.5, 1.4], [1.6, -1.7, 0.1], [0.4, -0.5, 0.4], [0.6, -0.1, -0.6], [0.7, 0.8, -0.9], [-0.2, -0.2, 0.2], [-0.2, -0.5, -0.9], [0.2, 0.4, 0.3], [-0.3, -0.5, -1.2], [-0.7, -1.2, 0.9], [1.5, -0.1, -1.9]],
  "mulliken_charge": [0.425, -0.904, 1.101, -0.809, -0.150, 0.305, 0.422, -0.056, 0.370, 0.302, 0.306, 0.407, -0.450, -1.269]
}


No. 3
{
  "formula": "C3H4NP",
  "method": "ωB97M-V/def2-TZVPD",
  "homo_lumo_gap_ev": 7.53,
  "fmax_ev_per_a": 8.09,
  "smiles": "CN=C=C=P",
  "relative_energy_kj_mol": 294.4,
  "elements": ["C", "N", "C", "H", "H", "C", "P", "H", "H"],
  "coordinates": [[0.6278, 0.2122, -0.1996], [-0.2257, -0.1036, 0.6303], [-1.4688, -0.4890, 1.3011], [-1.8215, -1.3042, 0.6192], [-2.1759, 0.1830, 1.4276], [1.7732, 0.5789, -0.8267], [1.5540, 0.7570, -2.5174], [2.8841, 1.1997, -2.7257], [-1.1472, -1.0341, 2.2914]],
  "forces_ev_per_a": [[-3.2, -1.3, 3.8], [2.6, 1.9, -2.4], [5.1, -6.2, -0.7], [-0.4, 0.6, 0.8], [-2.9, 3.7, 0.5], [-1.3, -0.1, -1.6], [0.7, 0.0, 1.7], [0.1, 0.0, -0.5], [-0.8, 1.3, -1.7]],
  "mulliken_charge": [0.761, -0.225, -0.590, 0.278, 0.302, -0.744, -0.033, 0.021, 0.230]
}


No. 4
{
  "formula": "C32H49ClNO3PPtS",
  "method": "ωB97M-V/def2-TZVPD",
  "homo_lumo_gap_ev": [5.63, 6.85],
  "fmax_ev_per_a": 2.78,
  "s2": 6.010,
  "spin_multiplicity": 5,
  "elements": ["H", "H", "H", "C", "H", "C", "C", "H", "H", "H", "C", "H", "S", "C", "O", "C", "H", "C", "H", "C", "H", "H", "H", "H", "C", "Pt", "H", "H", "O", "H", "C", "H", "C", "H", "C", "H", "O", "H", "C", "H", "C", "C", "Cl", "H", "C", "H", "H", "C", "C", "H", "H", "C", "N", "H", "H", "H", "H", "C", "C", "C", "P", "H", "C", "H", "C", "C", "C", "H", "C", "C", "H", "C", "H", "H", "C", "H", "H", "H", "H", "H", "H", "H", "H", "H", "H", "C", "H", "H", "C"],
  "coordinates": [[-6.2106, 1.4636, -2.2820], [1.5559, -3.5096, -0.6147], [3.1604, -0.3677, 2.6481], [1.4573, 0.3692, 3.6741], [-0.0695, 2.8788, -1.2879], [-1.9419, 3.2911, -0.3080], [-0.7494, 0.3393, -3.2367], [-3.1519, -1.2287, -2.8267], [1.9494, -5.9411, -1.1448], [0.3266, 2.0847, 3.0001], [-3.0688, 0.3720, -1.3769], [-4.7729, -1.5617, -0.2555], [4.3426, -1.7690, -4.0339], [-1.1456, 2.7222, -1.4875], [2.2198, -0.7267, -1.0840], [-1.4845, 3.4485, -2.7979], [-2.3294, 0.8845, 1.3277], [-5.7853, -0.6344, -1.9321], [0.8142, -2.3408, -4.7382], [-1.0263, 0.3417, 3.0138], [-3.0115, 3.0742, -0.4479], [1.2278, -1.6247, 1.6814], [-2.5317, 3.2504, -3.0733], [-2.4366, 5.1744, 0.6137], [0.4820, -1.2987, -4.6342], [-0.0717, -0.0094, 0.1980], [-6.7528, -0.8851, -1.4823], [3.0018, -2.0391, 0.3873], [5.7646, -1.6139, -3.9024], [-5.6263, 1.1012, -0.6559], [-0.3500, -1.1325, -3.3605], [2.5393, 1.1185, 1.9226], [-1.7613, 4.8080, -0.1682], [-3.2661, 0.4774, -0.2988], [2.2308, 0.1621, 2.3684], [-5.8770, -0.8318, -3.0091], [3.7484, -1.7571, -5.3491], [-1.9322, 0.6435, 3.5606], [-2.0232, 5.5673, -1.4750], [3.4522, -6.5765, -3.0268], [-1.7219, 0.6336, -4.3882], [2.4574, -5.1625, -1.7180], [-0.6257, -2.3819, 0.0477], [-0.8561, 3.0796, -3.6193], [3.9413, -4.5352, -3.5540], [-0.2392, 1.3160, -5.7895], [0.1967, -1.4785, -2.4722], [-0.2683, -0.8421, -5.8915], [-4.0732, 1.2439, -2.1342], [-0.2175, 5.1720, -2.5984], [-4.8531, -2.5794, -1.6961], [-1.3092, 0.5459, 1.5805], [3.5036, -0.7348, -3.0036], [-2.5543, -0.0864, -4.3695], [-1.6493, 2.7812, 0.6201], [-2.5469, -1.7389, -1.2411], [-1.0054, -1.6119, -6.1622], [2.2564, -3.8226, -1.3906], [-5.4932, 0.8558, -1.7188], [-0.9811, 0.5064, -5.7230], [-1.2682, 0.8566, -1.5263], [0.4402, -0.7783, -6.7260], [2.7019, -0.9820, 0.2754], [-2.1701, 1.6308, -4.3249], [2.8876, -1.3810, -2.0582], [-3.2879, -1.0970, -1.7427], [-1.2930, 4.9630, -2.6795], [-3.9552, 1.0874, -3.2156], [3.3011, -5.5212, -2.7835], [0.1592, 1.1684, 3.5771], [1.4015, -0.7025, -4.5238], [3.7687, -3.2053, -3.1792], [-0.7350, 5.0081, 0.1683], [-1.6437, 5.4391, -3.6033], [-4.7012, -1.5486, -1.3526], [2.1333, 0.8978, 4.3672], [1.2426, -0.6105, 4.1186], [-1.2480, -1.7659, -3.4206], [-3.1034, 5.5769, -1.6770], [3.5624, -0.3047, 0.3993], [0.1609, 0.9535, -3.3720], [-0.8641, -0.7367, 3.1805], [-0.0974, 1.4656, 4.6056], [-1.7203, 6.6144, -1.3565], [4.5751, -4.7730, -4.4070], [1.5957, -0.6635, 1.2725], [-1.6937, 0.6574, -6.5445], [-3.9112, 2.3125, -1.9466], [2.9469, -2.8520, -2.1269]],
  "forces_ev_per_a": [[0.0, -0.1, 0.1], [0.2, -0.2, -0.2], [-0.1, 0.1, -0.1], [0.3, 0.3, -0.1], [-0.2, 0.0, 0.0], [-0.2, 0.1, 0.2], [-0.2, 0.3, 0.2], [-0.1, 0.1, 0.3], [0.1, 0.3, -0.2], [-0.1, -0.1, 0.0], [0.4, 0.1, 0.5], [0.0, 0.0, -0.1], [-0.8, -0.4, 0.0], [0.2, -0.2, 0.0], [0.8, -0.6, -0.7], [-0.2, 0.1, -0.2], [0.5, -0.1, 0.3], [0.0, -0.1, -0.1], [-0.1, 0.2, -0.1], [-0.4, 0.4, 0.5], [0.2, 0.1, 0.1], [-0.4, 0.6, -0.2], [0.3, 0.1, 0.0], [0.2, 0.0, -0.1], [0.3, 0.1, 0.1], [-0.5, -0.7, -0.4], [0.1, 0.0, -0.1], [0.1, 0.5, -0.2], [-0.7, 0.2, 0.1], [0.0, 0.0, -0.1], [0.2, -0.3, 0.1], [0.0, 0.0, 0.3], [0.2, -0.1, -0.1], [-0.1, 0.0, -0.2], [-0.2, 0.4, 0.3], [0.0, 0.1, 0.1], [0.4, 0.3, 0.7], [0.2, -0.3, 0.1], [-0.1, 0.0, 0.0], [-0.1, 0.4, 0.1], [-0.1, 0.2, -0.3], [0.2, 0.0, -0.2], [-0.3, -0.3, 0.1], [-0.1, 0.1, 0.2], [0.0, 0.1, 0.4], [-0.1, -0.1, 0.0], [-0.1, 0.1, -0.3], [-0.1, -0.2, 0.0], [0.0, 0.2, -0.3], [-0.1, 0.0, 0.0], [0.0, 0.2, 0.1], [-2.4, 0.7, 1.2], [-0.2, 0.2, 0.8], [0.3, 0.1, 0.0], [0.0, 0.2, -0.2], [-0.3, 0.3, -0.2], [0.0, 0.1, 0.1], [0.2, 0.3, -0.1], [-0.1, -0.1, 0.1], [0.1, 0.0, -0.1], [-0.1, 0.4, -2.0], [-0.2, -0.1, 0.1], [0.0, -0.1, -0.2], [0.1, -0.3, 0.0], [0.8, 0.9, -0.6], [0.1, -0.4, 0.0], [0.2, 0.0, 0.2], [-0.1, 0.0, 0.3], [0.0, 0.3, -0.1], [0.0, -0.5, 0.4], [-0.2, -0.1, -0.1], [0.0, -1.5, -0.3], [-0.1, 0.0, 0.0], [0.1, 0.0, 0.1], [0.1, 0.1, 0.1], [-0.1, -0.2, -0.2], [0.0, 0.1, 0.0], [0.2, 0.2, 0.0], [0.1, -0.1, 0.0], [-0.2, -0.4, 0.0], [-0.1, -0.2, -0.1], [0.1, 0.2, 0.3], [0.0, 0.1, -0.3], [-0.1, -0.1, 0.0], [-0.2, -0.1, 0.2], [2.6, -0.8, 0.0], [0.2, 0.0, 0.1], [-0.2, -0.3, -0.1], [-0.2, -0.6, 0.1]],
  "lowdin_spin": [0.001, 0.003, 0.021, 0.005, 0.011, 0.019, 0.043, 0.000, 0.000, 0.005, 0.043, 0.000, 0.001, 0.035, 0.074, 0.007, 0.072, 0.000, 0.000, 0.168, 0.000, 0.028, 0.000, 0.000, 0.000, 1.273, 0.000, 0.006, 0.000, 0.000, 0.009, 0.007, 0.001, 0.002, 0.063, 0.000, 0.001, 0.013, 0.001, 0.000, 0.011, 0.000, 0.334, 0.000, 0.000, 0.000, 0.006, 0.000, 0.012, 0.000, 0.000, 0.907, 0.007, 0.000, 0.017, 0.000, 0.000, 0.003, 0.004, 0.003, 0.252, 0.000, 0.057, 0.000, 0.009, 0.001, 0.002, 0.000, 0.001, 0.040, 0.000, 0.001, 0.000, 0.000, 0.001, 0.001, 0.001, 0.000, 0.000, 0.001, 0.002, 0.027, 0.003, 0.000, 0.000, 0.376, 0.001, 0.000, 0.001]
}


One value per record, in order, for total energy: -73816.131 -16632.888 -13950.292 -77500.486 eV.